Formula: C19H24F13N2O
Source: OMol25
Level of theory: ωB97M-V with the def2-TZVPD basis set

Values from the calculation:
* multiplicity: 2
* charge: 0
* highest occupied orbital energy (spin up / spin down): -9.089 / -9.900 eV
* orbital gap (spin up / spin down): 9.5 / 9.5 eV
* E_tot: -2221.1862 Ha
* molecular weight: 543.4 g mol⁻¹

Structure (XYZ):
```
59
C19H24F13N2O ωB97M-V with the def2-TZVPD basis set
C -3.381 1.496 -3.269
C -2.632 0.300 -2.463
C -3.717 -0.880 -2.371
C -2.349 0.874 -1.000
C -0.802 0.813 -0.544
C -0.080 2.055 -1.251
C 1.507 1.970 -1.308
N 2.143 3.005 -1.824
C -0.644 1.057 1.049
C -1.163 -0.187 1.926
C -0.020 -1.149 2.448
F -0.396 -2.469 2.050
F 1.175 -0.889 1.708
C 0.214 -1.174 4.022
F -0.505 -0.229 4.750
F -0.254 -2.439 4.474
C 1.773 -1.158 4.452
F 2.438 -2.222 3.850
F 1.755 -1.455 5.839
C 2.471 0.268 4.264
F 1.646 1.185 3.570
F 2.552 0.818 5.571
C 3.970 0.238 3.735
F 4.527 1.497 4.073
F 4.761 -0.696 4.433
C 4.178 0.072 2.173
F 3.416 0.910 1.375
F 5.524 0.424 1.918
F 4.035 -1.218 1.687
C -0.252 -0.620 -1.012
C -0.463 -0.922 -2.570
C -0.733 -2.483 -2.740
C 0.980 -0.650 -3.277
N -1.424 -0.027 -3.264
O -1.710 -0.503 -4.449
H -3.935 1.116 -4.181
H -2.548 2.239 -3.533
H -4.123 2.031 -2.580
H -4.700 -0.393 -2.052
H -3.425 -1.699 -1.645
H -3.914 -1.313 -3.413
H -3.017 0.341 -0.241
H -2.649 1.979 -0.952
H -0.332 3.002 -0.650
H -0.530 2.226 -2.291
H 2.128 1.085 -0.979
H 1.403 3.686 -2.093
H -1.370 1.918 1.279
H 0.384 1.435 1.336
H -1.852 0.226 2.721
H -1.831 -0.799 1.223
H 0.861 -0.631 -0.767
H -0.704 -1.496 -0.440
H -0.455 -2.808 -3.802
H -0.033 -3.089 -2.059
H -1.783 -2.823 -2.488
H 1.851 -0.967 -2.628
H 1.019 -1.320 -4.206
H 1.016 0.439 -3.586
```

Formula: C19H24FN5O2S
Source: OMol25
Level of theory: ωB97M-V with the def2-TZVPD basis set

Values from the calculation:
* charge: 0
* highest occupied orbital energy: -8.640 eV
* orbital gap: 9.2 eV
* SMILES: CCn1c(CC(=O)Nc2ccccc2F)nnc1SCC(=O)NC1CCCC1
* E_tot: -1660.7888 Ha
* molecular weight: 405.5 g mol⁻¹

Structure (XYZ):
```
52
C19H24FN5O2S ωB97M-V with the def2-TZVPD basis set
C -4.349 -2.965 0.893
H -4.738 -3.349 1.831
H -5.112 -2.349 0.424
H -4.125 -3.804 0.237
C -3.096 -2.137 1.158
N -2.548 -1.612 -0.065
C -2.875 -0.432 -0.673
N -2.179 -0.273 -1.770
N -1.379 -1.344 -1.898
C -1.604 -2.149 -0.897
C -0.817 -3.376 -0.637
H -0.576 -3.856 -1.587
H -1.349 -4.077 0.004
C 0.490 -2.957 0.058
O 0.794 -3.362 1.156
N 1.199 -2.087 -0.700
C 2.390 -1.433 -0.380
C 3.105 -1.641 0.796
C 4.273 -0.938 1.035
C 4.753 -0.021 0.115
C 4.059 0.198 -1.064
C 2.898 -0.506 -1.294
F 2.214 -0.295 -2.446
H 4.406 0.902 -1.804
H 5.663 0.525 0.311
H 4.811 -1.110 1.954
H 2.734 -2.350 1.516
H 0.768 -1.793 -1.575
S -4.020 0.689 -0.008
C -3.471 2.216 -0.843
H -4.229 2.957 -0.594
H -3.443 2.021 -1.913
C -2.119 2.638 -0.265
O -2.048 3.350 0.714
N -1.075 2.127 -0.943
C 0.299 2.150 -0.478
C 0.877 3.545 -0.236
H 1.060 4.085 -1.164
H 0.182 4.114 0.379
C 2.154 3.234 0.537
H 2.526 4.099 1.083
H 2.933 2.909 -0.156
C 1.771 2.078 1.475
H 1.573 2.451 2.478
H 2.576 1.346 1.543
C 0.498 1.455 0.880
H 0.573 0.372 0.778
H -0.362 1.681 1.510
H 0.888 1.645 -1.248
H -1.287 1.453 -1.673
H -3.342 -1.285 1.799
H -2.326 -2.737 1.648
```

Formula: C19H24N2O2S5W
Source: OMol25
Level of theory: ωB97M-V with the def2-TZVPD basis set

Values from the calculation:
* charge: +2
* highest occupied orbital energy: -15.214 eV
* orbital gap: 7.2 eV
* E_tot: -3055.8909 Ha
* molecular weight: 656.6 g mol⁻¹

Structure (XYZ):
```
53
C19H24N2O2S5W ωB97M-V with the def2-TZVPD basis set
W -0.398 -1.959 0.065
O -4.702 0.910 2.457
C -4.112 0.052 1.897
S -3.339 -1.341 2.737
C -2.621 -2.043 1.321
C -2.839 -1.390 0.102
S -2.117 -1.837 -1.428
S -3.865 0.015 0.121
S -1.537 -3.385 1.464
C 1.528 4.290 1.841
C 1.683 3.088 2.766
C 2.498 1.957 2.152
N 1.879 1.486 0.893
C 1.176 0.412 0.758
S 0.843 -0.772 1.926
N 0.581 0.094 -0.517
C -0.194 1.118 -1.325
O -0.083 0.987 -2.502
C -0.975 2.128 -0.602
C -1.414 3.217 -1.362
C -2.174 4.210 -0.768
C -2.508 4.115 0.577
C -2.084 3.028 1.335
C -1.317 2.038 0.750
H 1.038 5.110 2.363
H 0.912 4.061 0.967
H 2.498 4.657 1.500
H 0.705 2.705 3.072
H 2.201 3.381 3.680
H 2.578 1.098 2.816
H 3.504 2.286 1.893
H 1.934 2.121 0.102
H 1.306 -0.219 -1.167
H -1.152 3.271 -2.410
H -2.509 5.054 -1.354
H -3.106 4.889 1.040
H -2.366 2.952 2.377
H -1.031 1.188 1.359
C 1.321 -5.398 -1.251
C 1.163 -4.036 -1.946
C 2.528 -3.519 -2.432
C 0.171 -4.129 -3.112
C 0.629 -3.062 -0.968
H 1.713 -6.116 -1.971
H 0.363 -5.772 -0.887
H 2.021 -5.344 -0.415
H 2.936 -4.227 -3.153
H 3.241 -3.433 -1.610
H 2.435 -2.554 -2.933
H 0.554 -4.831 -3.851
H 0.040 -3.162 -3.602
H -0.799 -4.497 -2.775
H 1.264 -2.891 0.010
```

Formula: C19H24N2O3
Source: OMol25
Level of theory: ωB97M-V with the def2-TZVPD basis set

Values from the calculation:
* charge: 0
* highest occupied orbital energy: -8.037 eV
* orbital gap: 8.7 eV
* SMILES: CCOC(=O)[C@H]1CCCN(CC(=O)c2c[nH]c3ccc(C)cc23)C1
* E_tot: -1073.6718 Ha
* molecular weight: 328.4 g mol⁻¹

Structure (XYZ):
```
48
C19H24N2O3 ωB97M-V with the def2-TZVPD basis set
C -4.801 -2.397 0.529
C -3.893 -2.453 -0.692
H -3.192 -3.289 -0.605
H -4.475 -2.547 -1.611
O -3.151 -1.242 -0.841
C -2.017 -1.130 -0.145
O -1.581 -1.996 0.577
C -1.370 0.219 -0.307
C -1.596 0.903 -1.653
C -0.898 2.261 -1.624
C -1.421 3.105 -0.455
N -1.355 2.452 0.837
C -1.937 1.139 0.808
H -1.810 0.665 1.783
H -3.012 1.261 0.622
C -0.142 2.641 1.611
C 1.143 2.069 0.998
O 1.815 2.754 0.247
C 1.475 0.688 1.303
C 0.914 -0.160 2.239
N 1.473 -1.386 2.153
C 2.411 -1.394 1.153
C 3.229 -2.413 0.686
C 4.093 -2.110 -0.343
C 4.158 -0.829 -0.911
C 3.338 0.180 -0.442
C 2.458 -0.098 0.600
H 3.374 1.172 -0.862
C 5.128 -0.574 -2.026
H 6.148 -0.765 -1.693
H 4.923 -1.235 -2.867
H 5.062 0.455 -2.368
H 4.745 -2.880 -0.731
H 3.187 -3.405 1.111
H 1.188 -2.191 2.686
H 0.162 0.036 2.979
H -0.312 2.223 2.605
H 0.003 3.722 1.707
H -0.866 4.042 -0.397
H -2.478 3.341 -0.637
H -1.080 2.797 -2.557
H 0.178 2.119 -1.522
H -1.195 0.287 -2.461
H -2.666 1.035 -1.823
H -0.299 0.084 -0.142
H -5.466 -1.539 0.465
H -4.201 -2.312 1.432
H -5.395 -3.305 0.585
```

> What is the charge in the third record?

+2

Please write out number 3 again, unchanged.
Formula: C19H24N2O2S5W
Source: OMol25
Level of theory: ωB97M-V with the def2-TZVPD basis set

Values from the calculation:
* charge: +2
* highest occupied orbital energy: -15.214 eV
* orbital gap: 7.2 eV
* E_tot: -3055.8909 Ha
* molecular weight: 656.6 g mol⁻¹

Structure (XYZ):
```
53
C19H24N2O2S5W ωB97M-V with the def2-TZVPD basis set
W -0.398 -1.959 0.065
O -4.702 0.910 2.457
C -4.112 0.052 1.897
S -3.339 -1.341 2.737
C -2.621 -2.043 1.321
C -2.839 -1.390 0.102
S -2.117 -1.837 -1.428
S -3.865 0.015 0.121
S -1.537 -3.385 1.464
C 1.528 4.290 1.841
C 1.683 3.088 2.766
C 2.498 1.957 2.152
N 1.879 1.486 0.893
C 1.176 0.412 0.758
S 0.843 -0.772 1.926
N 0.581 0.094 -0.517
C -0.194 1.118 -1.325
O -0.083 0.987 -2.502
C -0.975 2.128 -0.602
C -1.414 3.217 -1.362
C -2.174 4.210 -0.768
C -2.508 4.115 0.577
C -2.084 3.028 1.335
C -1.317 2.038 0.750
H 1.038 5.110 2.363
H 0.912 4.061 0.967
H 2.498 4.657 1.500
H 0.705 2.705 3.072
H 2.201 3.381 3.680
H 2.578 1.098 2.816
H 3.504 2.286 1.893
H 1.934 2.121 0.102
H 1.306 -0.219 -1.167
H -1.152 3.271 -2.410
H -2.509 5.054 -1.354
H -3.106 4.889 1.040
H -2.366 2.952 2.377
H -1.031 1.188 1.359
C 1.321 -5.398 -1.251
C 1.163 -4.036 -1.946
C 2.528 -3.519 -2.432
C 0.171 -4.129 -3.112
C 0.629 -3.062 -0.968
H 1.713 -6.116 -1.971
H 0.363 -5.772 -0.887
H 2.021 -5.344 -0.415
H 2.936 -4.227 -3.153
H 3.241 -3.433 -1.610
H 2.435 -2.554 -2.933
H 0.554 -4.831 -3.851
H 0.040 -3.162 -3.602
H -0.799 -4.497 -2.775
H 1.264 -2.891 0.010
```

> What is the formula in the second record?

C19H24FN5O2S

> What is the charge in the first record?

0